Computed, not measured: a structure of composition C36H47N5P2V at a distorted geometry, with wB97M-V/def2-TZVPD.

Output
Relative energy (zero: lowest compared OMol25 entry of this formula, charge and spin) (kJ/mol): 0.0
Multiplicity: 2
Max |F| (eV Å⁻¹): 6.13
Total charge: +2
Highest occupied orbital energy (spin up / spin down) (Ha): -0.4725 / -0.4734
Kohn-Sham gap (spin up / spin down) (eV): 4.23 / 4.95

Element x y z (Å)
V1 1.0766 0.1727 -0.0602
C1 -1.6096 -5.2486 0.3825
C2 -2.4410 -4.5828 -0.4162
C3 -3.7619 -4.0145 0.0076
C4 -3.8936 -3.4494 1.4517
C5 -2.7588 -2.6784 2.0501
C6 -1.5703 -3.1794 2.4477
C7 -1.4716 -4.6001 2.8757
C8 -1.9134 -5.6325 1.8015
C9 1.9139 1.5601 1.3932
H1 -0.6609 -5.6496 0.0208
H2 -2.2919 -4.5649 -1.5053
H3 -4.5539 -4.7832 -0.0866
H4 -4.0313 -3.2220 -0.7087
H5 -4.7365 -2.7363 1.4060
H6 -4.1958 -4.2642 2.1262
H7 -3.0581 -1.6655 2.3596
H8 -0.6860 -2.5570 2.6158
H9 -2.1365 -4.7688 3.7440
H10 -0.4452 -4.8287 3.1895
H11 -1.3486 -6.5540 2.0167
H12 -2.9873 -5.8455 1.9214
H13 2.8333 1.0465 1.0465
H14 1.8599 1.4928 2.4822
H15 1.9698 2.6166 1.0948
P1 -0.5551 0.7767 1.3280
P2 -0.5532 0.1952 -1.6199
N1 -0.5359 0.3259 3.0455
N2 -1.1887 2.4252 1.4893
N3 0.2540 -1.4871 -1.1133
N4 -0.6343 0.0453 -3.3577
C10 -2.0103 -0.1130 0.6741
C11 -2.1750 -0.1517 -0.8676
C12 0.5861 -0.1383 3.7340
C13 0.2316 -0.3568 5.0588
C14 -1.1678 -0.0790 5.1760
C15 -1.6119 0.3494 3.9312
C16 -0.5389 3.4234 2.2192
C17 -1.3815 4.5243 2.3260
C18 -2.5913 4.2044 1.6340
C19 -2.4336 2.9238 1.1041
C20 1.3682 -1.7653 -0.2625
C21 1.6091 -3.1515 -0.3038
C22 0.6878 -3.6937 -1.2049
C23 -0.1638 -2.6680 -1.6459
C24 -0.7275 -0.9670 -4.3216
C25 -0.4745 -0.4212 -5.5782
C26 -0.1779 0.9651 -5.3860
C27 -0.2681 1.2220 -4.0318
H16 -2.8993 0.3129 1.1687
H17 -1.8864 -1.1646 0.9854
H18 -2.5845 -1.1187 -1.2186
H19 -2.8871 0.6267 -1.1884
H20 1.5367 -0.2264 3.2420
H21 0.8979 -0.6595 5.8468
H22 -1.7745 -0.1914 6.0575
H23 -2.5729 0.7198 3.6172
H24 0.4483 3.2609 2.6186
H25 -1.1601 5.4485 2.8451
H26 -3.4738 4.8225 1.5461
H27 -3.1016 2.3236 0.5075
H28 2.2077 -1.0077 -0.0661
H29 2.3952 -3.6569 0.2530
H30 0.6222 -4.7305 -1.5218
H31 -1.0339 -2.7420 -2.2858
H32 -0.9667 -1.9740 -4.0443
H33 -0.5025 -0.9402 -6.5246
H34 0.0738 1.6907 -6.1456
H35 -0.1127 2.1220 -3.4638
C28 4.4609 4.0081 -0.5795
N5 3.0514 4.3176 -0.4141
C29 2.8675 5.7370 -0.1805
C30 2.0703 3.7075 -1.2974
C31 2.5477 2.4750 -2.0222
C32 3.2370 2.7160 -3.2194
C33 3.8416 1.6591 -3.9006
C34 3.7579 0.3655 -3.3964
C35 3.0241 0.1171 -2.2272
C36 2.3582 1.1585 -1.5742
H36 4.9835 4.4878 0.2612
H37 4.8816 4.4353 -1.5123
H38 4.6567 2.9288 -0.5515
H39 3.1806 6.3432 -1.0552
H40 1.8221 5.9679 0.0539
H41 3.5051 6.0361 0.6609
H42 1.1534 3.4916 -0.7150
H43 1.7795 4.4501 -2.0704
H44 3.3135 3.7374 -3.6032
H45 4.3813 1.8678 -4.8263
H46 4.2570 -0.4706 -3.8935
H47 2.9950 -0.9036 -1.8495

Atomic forces in eV per Å
3.65 4.93 -0.13
0.04 -0.28 -0.08
-0.12 -0.54 -0.15
-0.27 0.13 0.20
-0.97 -0.05 0.43
0.35 0.24 0.52
-0.94 0.45 0.25
0.41 -0.99 -0.53
0.16 -0.29 0.33
-0.29 0.01 0.16
-0.32 0.11 -0.21
0.35 0.15 0.44
0.30 0.32 -0.13
-0.01 -0.16 0.17
0.09 -0.55 0.15
-0.06 0.26 -0.15
0.67 -0.22 -0.72
-0.52 0.24 0.57
0.45 0.27 -0.21
-0.23 0.06 0.00
-0.48 0.14 -0.09
0.52 -0.06 -0.12
-0.08 -0.28 -0.19
0.01 -0.03 -0.33
-0.19 -0.32 -0.27
-3.23 1.90 3.56
-1.42 -1.90 -2.70
0.50 0.00 -1.72
1.11 -0.86 -0.35
-0.67 0.81 -0.85
0.63 0.90 1.50
-0.14 -0.07 -0.37
-0.40 0.29 -0.08
-0.34 -0.10 1.29
-0.16 0.15 -1.45
0.10 0.35 -1.45
0.35 -0.27 0.82
-0.69 0.92 0.11
0.55 -1.19 -0.27
0.58 -1.42 -0.53
-0.40 0.94 0.49
0.65 -1.74 0.69
-0.05 0.79 -0.34
-0.22 0.24 -0.07
0.91 -0.26 0.59
0.03 0.14 -1.14
-0.18 -0.11 1.80
-0.18 0.08 1.29
0.19 -0.05 -1.21
0.22 -0.44 -0.24
0.09 0.53 0.13
0.19 0.39 0.21
0.34 -0.13 -0.15
0.02 -0.18 0.10
0.03 -0.12 0.00
-0.04 0.14 0.03
-0.06 -0.02 0.02
-0.15 0.08 0.08
0.00 -0.22 -0.06
0.14 -0.09 -0.10
-0.07 0.15 0.08
0.68 -2.60 -0.15
-0.21 0.11 -0.27
-0.06 0.30 0.19
0.18 0.08 0.33
-0.08 -0.02 -0.17
0.00 -0.09 0.17
-0.06 -0.08 0.09
0.08 0.20 -0.06
0.17 0.24 -0.15
0.14 -0.67 0.89
-0.02 0.21 -0.19
-0.59 0.65 -0.29
-0.35 0.51 -0.17
0.16 -0.68 0.32
-0.07 0.07 -0.19
0.16 -0.07 0.22
0.12 -0.19 -0.59
-0.43 -0.47 0.33
-0.02 -0.30 -0.29
0.01 -0.22 0.22
-0.05 0.26 -0.05
-0.19 -0.12 0.17
0.19 -0.06 -0.02
-0.29 -0.01 -0.14
0.12 0.05 -0.16
-0.06 -0.29 0.16
0.03 -0.35 0.22
-0.15 -0.19 0.26
-0.15 0.35 0.14
0.02 0.22 -0.46